Entry 1:
Formula: C23H34OPPdSb2
Source: the OMol25 dataset
Level of theory: wB97M-V/def2-TZVPD

For the orbital gap (spin up / spin down), the calculation gives 8.64 / 5.71 eV. Its spin multiplicity is 3. For the HOMO energy (spin up / spin down), the calculation gives -10.64 / -10.67 eV. As for the net charge: +1. As for the total energy: -52285.595 eV.

Each line ends with the Mulliken spin population.
CARTESIAN COORDINATES (ANGSTROEM)
1 Pd -0.221 0.003 0.139  1.4468
2 C 3.680 1.041 -0.456  0.0142
3 Sb 2.372 -0.489 0.201  0.2303
4 C 2.999 -0.748 2.215  0.0151
5 C 3.171 -2.266 -0.712  0.0731
6 C 3.149 -2.233 -2.211  -0.0178
7 C 4.102 -1.439 -2.858  0.0037
8 C 4.160 -1.345 -4.235  -0.0021
9 C 3.254 -2.067 -5.001  0.0045
10 C 2.318 -2.867 -4.375  -0.0010
11 C 2.239 -2.969 -2.982  0.0015
12 C 1.170 -3.842 -2.407  -0.0002
13 Sb -0.833 -2.968 -2.599  0.0014
14 C -0.200 -0.932 -2.884  0.0109
15 C -1.105 -2.747 -0.469  0.0159
16 H 3.528 1.233 -1.516  -0.0005
17 H 4.709 0.732 -0.276  0.0066
18 H 3.466 1.947 0.109  -0.0006
19 H 3.991 -1.198 2.236  0.0071
20 H 2.290 -1.392 2.730  0.0004
21 H 3.038 0.220 2.711  -0.0027
22 H 2.620 -3.099 -0.280  -0.0043
23 H 4.196 -2.325 -0.339  0.0105
24 H 4.829 -0.900 -2.259  0.0006
25 H 4.911 -0.726 -4.707  0.0000
26 H 3.287 -2.015 -6.081  0.0002
27 H 1.623 -3.442 -4.977  -0.0001
28 H 1.313 -4.071 -1.352  0.0000
29 H 1.140 -4.794 -2.936  0.0000
30 H -0.089 -0.719 -3.946  0.0039
31 H 0.760 -0.736 -2.400  -0.0054
32 H -0.961 -0.261 -2.482  -0.0014
33 H -1.438 -3.689 -0.034  0.0026
34 H -1.865 -1.991 -0.256  -0.0099
35 H -0.162 -2.473 0.020  -0.0005
36 C -0.074 1.705 3.329  -0.0064
37 P -1.119 0.259 3.141  0.0002
38 C -1.239 -0.541 4.739  0.0096
39 C -2.751 0.849 2.688  0.0007
40 O -0.563 -0.721 2.114  0.0910
41 H -0.527 2.408 4.030  -0.0006
42 H 0.037 2.190 2.358  -0.0029
43 H 0.905 1.408 3.708  -0.0002
44 H -1.628 0.160 5.479  0.0005
45 H -0.254 -0.884 5.053  0.0006
46 H -1.907 -1.399 4.671  0.0008
47 H -3.152 1.501 3.465  0.0001
48 H -3.418 -0.002 2.554  -0.0015
49 H -2.683 1.406 1.751  0.0012
50 C -0.669 1.825 -0.358  -0.0406
51 C -0.936 2.969 -0.680  0.1186
52 C -1.270 4.296 -1.098  -0.0270
53 C -2.213 4.495 -2.111  0.0272
54 C -2.535 5.779 -2.515  -0.0135
55 C -1.924 6.872 -1.916  0.0272
56 C -0.987 6.682 -0.910  -0.0122
57 C -0.659 5.401 -0.501  0.0220
58 H -2.682 3.636 -2.571  0.0009
59 H -3.265 5.929 -3.300  -0.0005
60 H -2.178 7.875 -2.235  0.0013
61 H -0.511 7.535 -0.445  -0.0004
62 H 0.073 5.243 0.281  0.0008


Entry 2:
Formula: C33H83N5O3S
Source: the OMol25 dataset
Level of theory: wB97M-V/def2-TZVPD

For the orbital gap, the calculation gives 8.17 eV. Its spin multiplicity is 1. For the HOMO energy, the calculation gives -7.86 eV. For the energy above the lowest of the compared OMol25 structures with the same formula, charge and spin, the calculation gives 1.3 kcal per mole. As for the total energy: -59989.158 eV.

Each line ends with the Löwdin charge.
CARTESIAN COORDINATES (ANGSTROEM)
1 C 8.225 8.293 -0.726  -0.0965
2 C 6.785 7.885 -0.375  -0.2675
3 N 5.797 8.163 -1.391  -0.1968
4 C 4.481 8.525 -0.827  -0.2511
5 C 3.432 9.121 -1.770  -0.0942
6 C 5.838 7.470 -2.674  -0.2473
7 C 5.111 6.194 -2.508  -0.1098
8 H 8.983 8.054 0.020  0.0706
9 H 8.287 9.367 -0.896  0.0677
10 H 8.503 7.942 -1.720  0.0540
11 H 6.856 6.833 -0.099  0.1021
12 H 6.623 8.461 0.536  0.1106
13 H 4.066 7.698 -0.251  0.1072
14 H 4.648 9.352 -0.136  0.1059
15 H 3.983 9.784 -2.437  0.0734
16 H 2.767 8.466 -2.333  0.0670
17 H 2.825 9.858 -1.243  0.0668
18 H 6.848 7.261 -3.026  0.1083
19 H 5.401 8.036 -3.496  0.1108
20 H 5.357 5.569 -3.367  0.0747
21 H 4.024 6.236 -2.452  0.0681
22 H 5.357 5.663 -1.589  0.0762
23 C 1.308 3.727 9.630  -0.0652
24 C 2.425 3.315 8.550  -0.2196
25 N 2.558 1.858 8.235  -0.1858
26 C 3.348 1.702 7.039  -0.2849
27 C 2.557 2.103 5.749  -0.0872
28 C 3.207 1.073 9.338  -0.2277
29 C 2.322 -0.148 9.776  -0.0839
30 H 0.865 4.657 9.274  0.0531
31 H 1.680 3.873 10.644  0.0586
32 H 0.460 3.048 9.544  0.0625
33 H 2.269 3.930 7.664  0.0893
34 H 3.391 3.709 8.866  0.1003
35 H 4.296 2.217 7.199  0.1088
36 H 3.628 0.689 6.752  0.1096
37 H 2.935 1.827 4.765  0.0629
38 H 1.564 1.662 5.837  0.0725
39 H 2.406 3.178 5.650  0.0485
40 H 3.361 1.618 10.269  0.1033
41 H 4.186 0.723 9.010  0.1004
42 H 1.319 0.111 10.113  0.0618
43 H 2.846 -0.567 10.635  0.0607
44 H 2.229 -0.881 8.974  0.0621
45 C 2.467 -3.441 -0.205  -0.1048
46 C 3.889 -3.568 -0.687  -0.2421
47 N 4.032 -3.676 -2.190  -0.1849
48 C 3.518 -4.966 -2.834  -0.1981
49 C 4.290 -6.195 -2.157  -0.0927
50 C 3.477 -2.489 -2.868  -0.2615
51 C 4.037 -2.327 -4.335  -0.0805
52 H 2.480 -3.756 0.838  0.0688
53 H 1.853 -4.257 -0.587  0.0704
54 H 1.899 -2.514 -0.274  0.0695
55 H 4.589 -2.898 -0.187  0.1114
56 H 4.320 -4.504 -0.333  0.0877
57 H 2.442 -5.092 -2.955  0.0999
58 H 3.850 -5.066 -3.868  0.0882
59 H 3.778 -6.660 -1.315  0.0575
60 H 4.507 -6.951 -2.912  0.0563
61 H 5.290 -5.949 -1.800  0.0653
62 H 4.025 -1.700 -2.351  0.0999
63 H 2.429 -2.303 -2.636  0.1019
64 H 3.390 -2.943 -4.959  0.0520
65 H 5.062 -2.690 -4.402  0.0741
66 H 3.924 -1.311 -4.715  0.0618
67 C -3.911 -4.540 4.766  -0.1141
68 C -4.139 -5.028 3.339  -0.2339
69 N -5.576 -4.941 2.940  -0.1895
70 C -5.750 -5.386 1.537  -0.2614
71 C -7.167 -5.716 1.105  -0.0917
72 C -6.325 -3.756 3.371  -0.2544
73 C -5.770 -2.406 2.932  -0.0922
74 H -3.715 -3.476 4.890  0.0628
75 H -3.018 -5.003 5.186  0.0670
76 H -4.691 -4.838 5.467  0.0738
77 H -3.624 -4.225 2.813  0.1012
78 H -3.651 -5.995 3.217  0.1137
79 H -5.220 -6.339 1.543  0.1044
80 H -5.261 -4.675 0.871  0.1053
81 H -7.091 -6.661 0.566  0.0657
82 H -7.599 -4.998 0.408  0.0695
83 H -7.775 -5.892 1.993  0.0743
84 H -7.366 -3.849 3.062  0.1044
85 H -6.398 -3.637 4.452  0.1001
86 H -5.487 -2.413 1.880  0.0659
87 H -6.539 -1.635 2.969  0.0712
88 H -4.905 -2.107 3.525  0.0580
89 C -4.936 -2.693 -6.817  -0.0833
90 C -4.981 -3.583 -8.008  -0.3079
91 N -3.703 -4.229 -8.146  -0.2014
92 C -3.706 -5.601 -7.594  -0.2197
93 C -4.520 -6.640 -8.422  -0.0905
94 C -3.207 -4.216 -9.520  -0.2654
95 C -1.794 -4.789 -9.710  -0.0948
96 H -4.187 -1.911 -6.944  0.0795
97 H -4.581 -3.276 -5.967  0.0696
98 H -5.957 -2.386 -6.591  0.0746
99 H -5.791 -4.312 -7.981  0.1020
100 H -5.208 -3.152 -8.983  0.1144
101 H -2.698 -6.002 -7.495  0.1026
102 H -4.155 -5.533 -6.603  0.1062
103 H -4.676 -7.585 -7.901  0.0661
104 H -5.489 -6.229 -8.704  0.0623
105 H -4.016 -7.059 -9.293  0.0599
106 H -3.110 -3.172 -9.817  0.1133
107 H -3.861 -4.764 -10.198  0.1080
108 H -1.799 -5.876 -9.786  0.0621
109 H -1.017 -4.478 -9.012  0.0755
110 H -1.439 -4.354 -10.645  0.0670
111 O -5.178 3.923 -1.082  -0.2771
112 S -3.993 4.409 -0.426  0.6404
113 O -3.422 5.654 -0.744  -0.2794
114 O -4.374 4.471 1.186  -0.2891
115 C -3.509 5.240 2.038  -0.2805
116 C -4.102 5.172 3.444  -0.0579
117 C -2.628 3.030 -0.255  -0.0572
118 H -3.371 6.223 1.587  0.1100
119 H -2.506 4.820 1.956  0.0980
120 H -5.162 5.402 3.335  0.0815
121 H -3.668 5.846 4.183  0.0759
122 H -3.980 4.209 3.939  0.0764
123 H -1.997 3.197 0.618  0.0488
124 H -1.956 3.218 -1.092  0.0525
125 H -3.247 2.146 -0.409  0.0574


Entry 3:
Formula: C15H15N4O2S2Tl
Source: the OMol25 dataset
Level of theory: wB97M-V/def2-TZVPD

For the orbital gap, the calculation gives 5.73 eV. Its spin multiplicity is 1. For the HOMO energy, the calculation gives -6.62 eV. For the energy above the lowest of the compared OMol25 structures with the same formula, charge and spin, the calculation gives 7.3 kcal per mole. As for the total energy: -52218.072 eV.

Each line ends with the Löwdin charge.
CARTESIAN COORDINATES (ANGSTROEM)
1 Tl 0.836 0.504 1.242  0.5071
2 C -0.659 5.169 0.033  -0.0090
3 C -0.441 3.696 0.257  -0.2469
4 N 0.705 3.093 0.290  0.0193
5 N 1.847 3.776 0.107  -0.0251
6 C 3.041 3.177 -0.133  -0.8740
7 N 4.045 4.015 -0.479  0.0832
8 S 3.308 1.543 -0.068  0.5863
9 C -1.617 2.850 0.362  -0.2292
10 C -2.926 3.354 0.353  -0.0100
11 C -3.982 2.470 0.264  -0.0489
12 C -3.725 1.106 0.226  -0.0315
13 C -2.411 0.688 0.333  -0.1402
14 N -1.390 1.525 0.395  -0.0061
15 H 0.236 5.708 -0.271  0.0640
16 H -1.027 5.631 0.947  0.0995
17 H -1.397 5.302 -0.755  0.0916
18 H 1.805 4.788 -0.032  0.1351
19 H 3.967 5.014 -0.383  0.1032
20 H 4.943 3.605 -0.666  0.0939
21 H -3.121 4.414 0.421  0.1064
22 H -4.996 2.835 0.233  0.1107
23 H -4.520 0.389 0.134  0.1086
24 H -2.144 -0.359 0.339  0.0861
25 O -0.277 -7.772 0.510  0.0996
26 C 0.834 -7.174 0.010  -0.4916
27 O 1.783 -7.844 -0.304  0.1070
28 C 0.788 -5.704 -0.126  -0.1616
29 C 1.579 -5.102 -1.110  -0.0186
30 C 1.521 -3.747 -1.327  -0.1212
31 C 0.696 -2.930 -0.543  -0.7308
32 S 0.520 -1.257 -0.993  0.4049
33 C -0.015 -3.518 0.509  -0.1237
34 C 0.011 -4.884 0.696  -0.0463
35 H -0.999 -7.145 0.648  0.0949
36 H 2.223 -5.730 -1.705  0.1182
37 H 2.107 -3.291 -2.110  0.0945
38 H -0.596 -2.889 1.173  0.0896
39 H -0.553 -5.305 1.521  0.1107